# 1
Density functional theory data (ωB97M-V/def2-TZVPD) for a molecular structure, C45H50Ge2N2O3PtTe.

```
104
C45H50Ge2N2O3PtTe | the Open Molecules 2025 dataset | ωB97M-V/def2-TZVPD
Pt 0.2176 -1.5333 1.5383
O -2.8912 -2.3044 4.8133
C -2.4018 -1.9186 3.7746
O -1.9061 -0.7226 3.6132
C -2.3520 -2.8918 2.6111
C -3.3297 -3.9003 2.6711
C -3.3702 -4.8571 1.7016
C -2.4056 -4.8439 0.6766
C -2.3714 -5.8383 -0.3323
C -1.4104 -5.8143 -1.2984
C -0.4476 -4.7822 -1.3007
C -0.4576 -3.8062 -0.3455
C -1.4389 -3.8163 0.6763
N -1.4423 -2.8312 1.6413
H -4.0152 -3.8945 3.5033
H -4.1231 -5.6338 1.7198
H -3.1194 -6.6194 -0.3138
H -1.3779 -6.5829 -2.0565
H 0.3117 -4.7662 -2.0706
H 0.2906 -3.0175 -0.3633
C 2.6437 -3.1641 2.6795
C 2.9972 -2.2915 1.5109
O 4.0227 -2.4429 0.8431
N 2.1483 -1.2837 1.1598
Te 2.9960 -0.4586 -0.5198
C 2.4665 1.1359 -3.5075
C 3.6450 1.9838 -3.3884
C 3.8098 3.0289 -2.3423
C 4.6599 1.8362 -4.3041
C 4.6473 0.8455 -5.2868
C 5.7149 0.7761 -6.3207
C 3.6194 -0.1123 -5.2742
C 2.5708 -0.0214 -4.4055
C 1.5226 -1.0900 -4.4155
C 1.8889 1.3131 -0.1506
C 1.0236 1.8475 -1.2801
C -1.5552 1.6933 -1.8996
C -0.3276 3.3156 -0.4042
C 0.0298 3.5631 1.0245
C -0.7248 4.6632 1.7050
C 1.0414 2.9095 1.6205
C 1.9382 1.8600 1.0884
C 2.9062 1.4078 2.1502
H 3.3116 -2.9298 3.5083
H 2.7964 -4.2072 2.4109
H 1.6085 -3.0145 3.0190
H 3.4981 2.6747 -1.3609
H 3.2181 3.9114 -2.5957
H 4.8521 3.3351 -2.2903
H 5.5129 2.4990 -4.2448
H 6.5015 1.5056 -6.1487
H 5.2756 0.9632 -7.3037
H 6.1513 -0.2232 -6.3570
H 3.6694 -0.9432 -5.9651
H 1.7389 -1.8238 -5.1874
H 0.5214 -0.6950 -4.6031
H 1.5061 -1.5970 -3.4442
H -1.5585 0.7159 -2.3810
H -1.4216 2.4567 -2.6661
H -2.5456 1.8370 -1.4667
H -1.1622 3.9452 -0.7120
H -1.7967 4.4565 1.7149
H -0.5975 5.5978 1.1528
H -0.3849 4.8208 2.7258
H 1.2499 3.1793 2.6500
H 3.3104 2.2888 2.6519
H 3.7394 0.8274 1.7529
H 2.4031 0.8050 2.9094
C -4.1379 0.2853 5.6190
Ge -2.2590 0.3780 5.1663
C -1.8250 2.0886 4.3260
C -0.8812 -0.2512 6.3687
Ge -0.8937 0.4283 0.6172
C -2.7010 -0.2658 0.2754
C -2.7864 -1.2950 -0.6599
C -3.9918 -1.9404 -0.8886
C -5.1239 -1.5633 -0.1786
C -5.0508 -0.5333 0.7475
C -3.8427 0.1103 0.9779
C -0.4870 1.8307 -0.8240
C 0.9457 3.3932 -1.3016
C 0.7616 4.0119 -2.6456
C 0.8695 3.3505 -3.7974
C 1.0320 1.8904 -3.8410
C 1.2215 1.1379 -2.6005
H -4.5003 1.2858 5.8499
H -4.2860 -0.3673 6.4754
H -4.7042 -0.1160 4.7800
H -1.0452 2.6045 4.8819
H -2.7031 2.7307 4.2837
H -1.4567 1.9388 3.3054
H -0.9896 0.1975 7.3548
H 0.0924 0.0230 5.9636
H -0.9509 -1.3319 6.4716
H -1.9064 -1.6104 -1.2172
H -4.0468 -2.7390 -1.6156
H -6.0644 -2.0675 -0.3526
H -5.9350 -0.2319 1.2919
H -3.8026 0.9088 1.7086
H 1.7692 3.8939 -0.7937
H 0.5490 5.0746 -2.6613
H 0.7507 3.8653 -4.7408
H 0.5627 1.4083 -4.6877
H 0.7752 0.1510 -2.5699
```

As for the charge: +2. As for the highest occupied orbital energy: -11.98 eV. The HOMO-LUMO gap is 5.13 eV.

Here are the Löwdin charges for atoms 1 to 99, given in e: number 1, Pt, carries 0.817; number 2, O, carries 0.083; number 3, C, carries -0.555; number 4, O, carries -0.177; number 5, C, carries -0.138; number 6, C, carries 0.035; number 7, C, carries 0.046; number 8, C, carries -0.142; number 9, C, carries -0.004; number 10, C, carries -0.043; number 11, C, carries -0.044; number 12, C, carries -0.050; number 13, C, carries -0.215; number 14, N, carries -0.010; number 15, H, carries 0.131; number 16, H, carries 0.136; number 17, H, carries 0.127; number 18, H, carries 0.118; number 19, H, carries 0.114; number 20, H, carries 0.069; number 21, C, carries 0.005; number 22, C, carries -0.757; number 23, O, carries -0.103; number 24, N, carries -0.490; number 25, Te, carries 1.507; number 26, C, carries -0.179; number 27, C, carries -0.119; number 28, C, carries 0.018; number 29, C, carries 0.036; number 30, C, carries -0.178; number 31, C, carries -0.005; number 32, C, carries 0.034; number 33, C, carries -0.158; number 34, C, carries -0.011; number 35, C, carries -0.477; number 36, C, carries -0.356; number 37, C, carries -0.048; number 38, C, carries -0.169; number 39, C, carries -0.252; number 40, C, carries -0.026; number 41, C, carries -0.020; number 42, C, carries -0.341; number 43, C, carries -0.084; number 44, H, carries 0.102; number 45, H, carries 0.098; number 46, H, carries 0.054; number 47, H, carries 0.075; number 48, H, carries 0.099; number 49, H, carries 0.107; number 50, H, carries 0.135; number 51, H, carries 0.092; number 52, H, carries 0.111; number 53, H, carries 0.106; number 54, H, carries 0.137; number 55, H, carries 0.098; number 56, H, carries 0.097; number 57, H, carries 0.080; number 58, H, carries 0.084; number 59, H, carries 0.098; number 60, H, carries 0.096; number 61, H, carries 0.157; number 62, H, carries 0.090; number 63, H, carries 0.099; number 64, H, carries 0.087; number 65, H, carries 0.122; number 66, H, carries 0.094; number 67, H, carries 0.040; number 68, H, carries 0.085; number 69, C, carries -0.179; number 70, Ge, carries 0.900; number 71, C, carries -0.186; number 72, C, carries -0.173; number 73, Ge, carries 1.228; number 74, C, carries -0.375; number 75, C, carries -0.150; number 76, C, carries -0.060; number 77, C, carries -0.056; number 78, C, carries -0.059; number 79, C, carries -0.108; number 80, C, carries -0.372; number 81, C, carries -0.166; number 82, C, carries -0.013; number 83, C, carries -0.022; number 84, C, carries -0.045; number 85, C, carries -0.192; number 86, H, carries 0.032; number 87, H, carries 0.037; number 88, H, carries 0.030; number 89, H, carries 0.031; number 90, H, carries 0.028; number 91, H, carries -0.014; number 92, H, carries 0.036; number 93, H, carries 0.029; number 94, H, carries 0.030; number 95, H, carries 0.096; number 96, H, carries 0.116; number 97, H, carries 0.115; number 98, H, carries 0.114; number 99, H, carries 0.102

# 2
Density functional theory data (ωB97M-V/def2-TZVPD) for a molecular structure, C45H51BBrN11S4W.

```
114
C45H51BBrN11S4W | the Open Molecules 2025 dataset | ωB97M-V/def2-TZVPD
W 2.1187 -0.7602 0.9456
C 1.5152 3.0568 3.8353
C 0.7851 2.7128 2.5635
C 0.2057 3.6626 1.7711
C -0.4598 3.3189 0.5722
N -0.5227 2.0582 0.1634
N 0.0221 1.1242 0.9364
B -0.0981 -0.3997 0.4874
N -0.8444 -0.6128 -0.8995
N -2.0286 0.0070 -0.9523
C -2.8098 -0.1944 -2.0008
C -2.3726 -0.9829 -3.0744
C -1.1936 -1.6732 -3.0172
C -0.8069 -2.6190 -4.1343
C -0.4323 -1.4706 -1.8519
S 0.8907 -2.6000 -1.6599
C -4.2143 0.3778 -2.0418
C -5.1864 -0.8206 -2.0670
C -4.3806 1.2090 -3.3321
C -4.5195 1.2538 -0.8269
N -0.9797 -1.1634 1.5584
N -2.0789 -0.5357 1.9586
C -2.7876 -1.1004 2.9232
C -2.4038 -2.3530 3.4599
C -1.2855 -3.0092 3.0153
C -0.8255 -4.3319 3.5808
C -0.5475 -2.3218 2.0391
S 1.0336 -2.8749 1.5349
C -3.9965 -0.3201 3.4184
C -4.6561 -1.0100 4.6180
C -3.5240 1.0827 3.8263
C -5.0124 -0.2099 2.2685
C 0.6653 1.3984 2.0988
S 1.3157 0.0401 3.0082
C -1.1921 4.3762 -0.2383
C -1.2359 4.0088 -1.7287
C -2.6214 4.4261 0.3709
C -0.5203 5.7498 -0.0724
H 1.1346 3.9882 4.2532
H 2.5802 3.1981 3.6328
H 1.4214 2.2786 4.5941
H 0.2783 4.7087 2.0547
H -2.9948 -1.0685 -3.9582
H -1.3913 -2.3996 -5.0271
H -1.0229 -3.6564 -3.8544
H 0.2531 -2.5625 -4.3824
H -5.0112 -1.4898 -2.9167
H -6.2050 -0.4422 -2.1566
H -5.1231 -1.4075 -1.1437
H -4.3712 0.5970 -4.2399
H -3.6091 1.9820 -3.4212
H -5.3510 1.7082 -3.2959
H -4.1925 0.7848 0.1001
H -5.5952 1.4250 -0.7684
H -4.0296 2.2243 -0.9118
H -2.9888 -2.7951 4.2577
H -1.5475 -4.7214 4.2987
H 0.1360 -4.2232 4.0930
H -0.6944 -5.0795 2.7912
H -3.9904 -1.0797 5.4863
H -5.0302 -2.0090 4.3712
H -5.5165 -0.4150 4.9215
H -2.7898 1.0311 4.6396
H -4.3776 1.6624 4.1847
H -3.0799 1.6147 2.9767
H -5.3115 -1.1973 1.9040
H -4.6009 0.3612 1.4378
H -5.9069 0.3038 2.6254
H -1.5913 2.9914 -1.8932
H -0.2381 4.1026 -2.1740
H -1.8989 4.7019 -2.2527
H -3.0839 3.4349 0.4173
H -3.2546 5.0786 -0.2397
H -2.5938 4.8431 1.3844
H 0.5501 5.7198 -0.3144
H -0.6471 6.1690 0.9309
H -0.9901 6.4506 -0.7639
C 3.8762 1.7019 -3.7679
C 4.0071 1.5963 -2.2767
C 4.5922 2.5534 -1.5523
C 4.8378 2.3447 -0.1541
C 4.2383 1.3297 0.5030
Br 4.5318 1.1081 2.3517
N 3.3686 0.4501 -0.1163
C 3.6512 0.3076 -1.5711
H 4.4006 2.5802 -4.1356
H 2.8234 1.7910 -4.0665
H 4.2896 0.8282 -4.2757
H 4.9545 3.4582 -2.0267
H 5.4931 3.0161 0.3959
H 4.5597 -0.3073 -1.6400
S 6.3971 -5.6206 -3.0073
N 5.3500 -4.5494 -3.5541
C 4.8602 -3.9747 -2.4672
C 3.8580 -2.9476 -2.4618
C 3.3875 -2.2602 -3.6706
C 2.7898 -1.0799 -3.5385
C 2.5175 -0.5028 -2.1699
N 2.2892 -1.5968 -1.1600
C 3.4155 -2.5430 -1.2455
C 4.0243 -2.9367 -0.0186
N 3.6535 -2.2553 1.0997
C 4.2324 -2.5530 2.2783
C 5.2201 -3.5159 2.3852
C 5.6254 -4.1924 1.2521
C 5.0304 -3.8951 0.0211
C 5.4129 -4.4700 -1.2491
N 6.3125 -5.4195 -1.4218
H 3.6010 -2.6944 -4.6445
H 2.4634 -0.5135 -4.4048
H 1.6190 0.1108 -2.1837
H 3.8990 -2.0035 3.1449
H 5.6678 -3.7134 3.3531
H 6.4093 -4.9439 1.2975
```

As for the charge: +4. As for the highest occupied orbital energy (alpha / beta): -17.93 / -17.93 eV. The HOMO-LUMO gap (alpha / beta) is 4.96 / 4.96 eV.

Here are the Löwdin charges for atoms 1 to 99, given in e: number 1, W, carries 1.313; number 2, C, carries -0.015; number 3, C, carries -0.211; number 4, C, carries 0.120; number 5, C, carries -0.144; number 6, N, carries 0.206; number 7, N, carries -0.017; number 8, B, carries -0.583; number 9, N, carries 0.038; number 10, N, carries 0.206; number 11, C, carries -0.150; number 12, C, carries 0.107; number 13, C, carries -0.200; number 14, C, carries -0.018; number 15, C, carries -0.397; number 16, S, carries 1.143; number 17, C, carries -0.526; number 18, C, carries -0.010; number 19, C, carries -0.014; number 20, C, carries -0.035; number 21, N, carries -0.052; number 22, N, carries 0.209; number 23, C, carries -0.140; number 24, C, carries 0.126; number 25, C, carries -0.203; number 26, C, carries -0.015; number 27, C, carries -0.550; number 28, S, carries 0.839; number 29, C, carries -0.534; number 30, C, carries -0.040; number 31, C, carries -0.028; number 32, C, carries -0.019; number 33, C, carries -0.525; number 34, S, carries 0.769; number 35, C, carries -0.527; number 36, C, carries -0.034; number 37, C, carries -0.006; number 38, C, carries -0.035; number 39, H, carries 0.110; number 40, H, carries 0.083; number 41, H, carries 0.080; number 42, H, carries 0.144; number 43, H, carries 0.146; number 44, H, carries 0.106; number 45, H, carries 0.112; number 46, H, carries 0.070; number 47, H, carries 0.093; number 48, H, carries 0.108; number 49, H, carries 0.095; number 50, H, carries 0.092; number 51, H, carries 0.090; number 52, H, carries 0.109; number 53, H, carries 0.031; number 54, H, carries 0.116; number 55, H, carries 0.069; number 56, H, carries 0.137; number 57, H, carries 0.105; number 58, H, carries 0.098; number 59, H, carries 0.102; number 60, H, carries 0.103; number 61, H, carries 0.099; number 62, H, carries 0.105; number 63, H, carries 0.095; number 64, H, carries 0.106; number 65, H, carries 0.069; number 66, H, carries 0.104; number 67, H, carries 0.028; number 68, H, carries 0.112; number 69, H, carries 0.054; number 70, H, carries 0.093; number 71, H, carries 0.104; number 72, H, carries 0.062; number 73, H, carries 0.111; number 74, H, carries 0.099; number 75, H, carries 0.102; number 76, H, carries 0.090; number 77, H, carries 0.108; number 78, C, carries -0.003; number 79, C, carries -0.173; number 80, C, carries 0.001; number 81, C, carries -0.035; number 82, C, carries -0.721; number 83, Br, carries 0.899; number 84, N, carries -0.131; number 85, C, carries -0.200; number 86, H, carries 0.107; number 87, H, carries 0.105; number 88, H, carries 0.098; number 89, H, carries 0.143; number 90, H, carries 0.134; number 91, H, carries 0.193; number 92, S, carries 1.177; number 93, N, carries -0.167; number 94, C, carries -0.300; number 95, C, carries -0.071; number 96, C, carries 0.028; number 97, C, carries -0.034; number 98, C, carries -0.263; number 99, N, carries -0.404

So what do the calculations give for energy above the lowest of the compared OMol25 structures with the same formula, charge and spin? Going down the list: 223.82; 532.23 kJ/mol.